Below is a structure of composition C31H33N9O4STi in a non-equilibrium geometry, with properties calculated with the ωB97M-V functional and the def2-TZVPD basis.

Values from the calculation:
Gap between HOMO and LUMO in Ha: 0.2359
Charge: +2
Electronic energy in Ha: -3242.210713
Relative energy (zero: lowest compared OMol25 entry of this formula, charge and spin) in kJ/mol: 72.9
Multiplicity: 1

The geometry in XYZ format:
```
79
C31H33N9O4STi, DFT the ωB97M-V functional and the def2-TZVPD basis
Ti 0.135 -0.060 -0.510
C -1.184 1.202 -2.953
N 0.158 1.390 -2.350
C 0.251 2.794 -1.845
C 0.611 2.907 -0.396
C 0.858 4.157 0.138
C 1.209 4.271 1.470
C 1.318 3.120 2.234
C 1.053 1.906 1.642
N 0.685 1.794 0.352
C 1.151 1.149 -3.423
C 2.597 1.401 -3.061
C 3.567 1.068 -3.998
C 4.893 1.313 -3.684
C 5.196 1.884 -2.456
C 4.156 2.188 -1.596
N 2.874 1.954 -1.887
C -2.227 1.315 -1.874
C -3.567 1.534 -2.138
C -4.433 1.687 -1.070
C -3.929 1.650 0.225
C -2.584 1.415 0.399
N -1.750 1.228 -0.632
H -1.363 1.961 -3.721
H -1.232 0.234 -3.453
H 1.002 3.331 -2.420
H -0.701 3.304 -2.010
H 0.786 5.030 -0.497
H 1.403 5.244 1.903
H 1.609 3.154 3.273
H 1.159 0.985 2.189
H 1.032 0.113 -3.740
H 0.893 1.772 -4.288
H 3.294 0.634 -4.953
H 5.676 1.066 -4.388
H 6.218 2.089 -2.170
H 4.353 2.632 -0.628
H -3.919 1.600 -3.159
H -5.488 1.852 -1.243
H -4.569 1.794 1.083
H -2.142 1.365 1.386
N 0.043 -1.721 -2.207
C 1.081 -2.777 -1.994
C 2.504 -2.260 -2.143
C 2.894 -1.189 -1.162
O 3.986 -0.898 -0.815
O 1.782 -0.512 -0.684
H -0.864 -2.131 -1.986
H 0.014 -1.510 -3.201
H 0.915 -3.587 -2.705
H 0.923 -3.191 -0.999
H 2.686 -1.854 -3.144
H 3.209 -3.081 -2.014
N -5.426 -2.131 5.038
C -4.486 -2.106 4.066
C -3.542 -1.060 4.011
C -2.593 -1.032 3.019
C -2.566 -2.044 2.060
C -3.477 -3.103 2.111
C -4.432 -3.125 3.097
S -1.419 -2.051 0.794
O -1.024 -3.385 0.458
O -1.888 -1.261 -0.372
N -0.140 -1.070 1.174
C 0.820 -1.644 2.092
N 2.036 -1.139 2.051
C 2.930 -1.715 2.858
C 2.600 -2.772 3.684
C 1.279 -3.188 3.655
N 0.378 -2.622 2.855
H -5.430 -1.449 5.774
H -6.057 -2.907 5.124
H -3.556 -0.289 4.771
H -1.849 -0.246 3.010
H -3.425 -3.905 1.387
H -5.141 -3.941 3.141
H 3.933 -1.305 2.831
H 3.330 -3.239 4.328
H 0.922 -3.991 4.288
```

Atom charges from the Löwdin analysis, given in e for atoms 1 to 6: 1.1627, -0.1100, -0.1872, -0.0935, -0.2451, 0.0148

---

Below is a structure of composition C31H33NO4OsP2 in a non-equilibrium geometry, with properties calculated with the ωB97M-V functional and the def2-TZVPD basis.

Values from the calculation:
Gap between HOMO and LUMO (alpha / beta) in Ha: 0.1140 / 0.1139
Charge: +2
Electronic energy in Ha: -2329.581027
Relative energy (zero: lowest compared OMol25 entry of this formula, charge and spin) in kJ/mol: 336.5
Multiplicity: 1

The geometry in XYZ format:
```
72
C31H33NO4OsP2, DFT the ωB97M-V functional and the def2-TZVPD basis
Os -2.102 -1.408 0.639
N -3.194 0.080 1.791
C -3.947 -0.534 2.940
C -2.975 -0.978 4.005
C -2.002 -2.057 3.550
O -1.139 -2.466 4.282
O -2.166 -2.512 2.311
H -2.620 0.830 2.169
H -3.873 0.534 1.182
H -4.512 -1.380 2.552
H -4.654 0.196 3.334
H -3.525 -1.376 4.860
H -2.391 -0.136 4.389
C -0.005 1.547 0.782
C -1.030 1.677 -0.344
P -1.528 0.073 -1.091
C -0.070 -0.396 -2.063
C 0.007 -1.687 -2.588
C 1.126 -2.094 -3.296
C 2.189 -1.218 -3.491
C 2.110 0.075 -3.000
C 0.988 0.483 -2.290
C -2.797 0.522 -2.304
C -3.916 1.227 -1.851
C -4.927 1.574 -2.730
C -4.837 1.203 -4.066
C -3.736 0.491 -4.517
C -2.714 0.150 -3.642
P 1.685 0.999 0.378
C 2.779 2.378 0.282
C 4.041 2.342 0.893
C 4.851 3.462 0.842
C 4.425 4.602 0.171
C 3.184 4.632 -0.461
C 2.366 3.523 -0.417
C 2.270 -0.282 1.447
C 3.376 -1.033 1.026
C 3.859 -2.045 1.835
C 3.238 -2.321 3.049
C 2.140 -1.578 3.469
C 1.646 -0.566 2.668
H -0.358 0.813 1.513
H 0.115 2.518 1.272
H -0.704 2.353 -1.137
H -1.931 2.133 0.072
H -0.816 -2.378 -2.450
H 1.168 -3.094 -3.706
H 3.058 -1.536 -4.052
H 2.900 0.789 -3.194
H 0.859 1.548 -2.132
H -4.004 1.521 -0.810
H -5.785 2.130 -2.376
H -5.627 1.471 -4.754
H -3.669 0.200 -5.556
H -1.859 -0.398 -4.013
H 4.369 1.461 1.426
H 5.814 3.448 1.332
H 5.064 5.474 0.136
H 2.864 5.520 -0.989
H 1.405 3.552 -0.919
H 3.848 -0.828 0.072
H 4.716 -2.624 1.519
H 3.608 -3.124 3.671
H 1.654 -1.802 4.409
H 0.793 0.003 3.012
C 0.585 -4.173 0.089
C -0.393 -3.072 0.161
O -1.571 -3.133 -0.298
O -0.163 -1.941 0.726
H 0.415 -4.822 0.951
H 1.601 -3.787 0.136
H 0.422 -4.757 -0.814
```

Atom charges from the Löwdin analysis, given in e for atoms 1 to 6: 1.2954, -0.0951, -0.2036, -0.0925, -0.5985, 0.0999

---

Below is a structure of composition C31H34AuP2S3 in a non-equilibrium geometry, with properties calculated with the ωB97M-V functional and the def2-TZVPD basis.

Values from the calculation:
Gap between HOMO and LUMO (alpha / beta) in Ha: 0.3140 / 0.1828
⟨S²⟩: 2.03
Charge: +3
Electronic energy in Ha: -3213.607298
Multiplicity: 3

The geometry in XYZ format:
```
71
C31H34AuP2S3, DFT the ωB97M-V functional and the def2-TZVPD basis
Au 1.767 1.210 0.248
C 3.404 4.535 -2.905
C 2.755 5.428 -1.873
S 1.680 4.380 -0.879
C 2.181 4.587 0.900
C 3.581 4.087 1.230
S 3.718 2.256 1.050
C 5.139 2.061 -0.127
C 5.144 2.886 -1.427
S 3.543 2.834 -2.250
H 2.838 4.503 -3.812
H 4.445 4.886 -3.137
H 3.556 5.846 -1.219
H 2.098 6.190 -2.230
H 1.953 5.665 1.046
H 1.448 4.035 1.471
H 4.340 4.607 0.666
H 3.871 4.259 2.263
H 6.115 2.255 0.477
H 5.182 0.991 -0.389
H 5.368 3.952 -1.171
H 5.862 2.461 -2.135
C -0.135 -1.567 0.922
P -0.185 0.063 0.038
C -0.499 -0.242 -1.695
C 0.567 -0.634 -2.482
C 0.371 -1.138 -3.786
C -0.914 -1.186 -4.311
C -2.015 -0.841 -3.474
C -1.807 -0.321 -2.227
C -1.495 1.110 0.630
C -2.070 1.960 -0.312
C -3.011 2.903 0.073
C -3.505 2.947 1.362
C -3.060 1.985 2.275
C -2.008 1.143 1.953
P -1.359 -2.210 2.185
C -0.666 -3.820 2.649
C 0.719 -3.939 2.899
C 1.338 -5.122 3.331
C 0.533 -6.248 3.496
C -0.823 -6.186 3.260
C -1.442 -4.981 2.866
C -2.675 -2.716 0.954
C -2.405 -3.613 -0.086
C -3.337 -3.805 -1.104
C -4.588 -3.184 -1.036
C -4.953 -2.512 0.138
C -3.979 -2.261 1.125
H 0.863 -1.470 1.459
H 0.119 -2.351 0.149
H 1.588 -0.393 -2.170
H 1.236 -1.512 -4.335
H -1.086 -1.439 -5.310
H -3.065 -0.879 -3.738
H -2.651 0.000 -1.604
H -1.870 1.890 -1.380
H -3.403 3.571 -0.647
H -4.143 3.725 1.731
H -3.465 1.940 3.289
H -1.588 0.477 2.722
H 1.380 -3.105 2.713
H 2.426 -5.116 3.499
H 0.976 -7.151 3.899
H -1.420 -7.046 3.340
H -2.491 -4.970 2.594
H -1.463 -4.196 -0.072
H -3.069 -4.414 -1.971
H -5.281 -3.303 -1.908
H -5.954 -2.061 0.295
H -4.223 -1.696 2.006
```

Atom charges from the Löwdin analysis, given in e for atoms 1 to 6: 0.5119, -0.4496, -0.4561, 0.9455, -0.4370, -0.4345

---

Below is a structure of composition C31H34BCl3F3N7S2SbZn, with properties calculated with the ωB97M-V functional and the def2-TZVPD basis.

Values from the calculation:
Gap between HOMO and LUMO in Ha: 0.3052
Charge: +1
Electronic energy in Ha: -6105.893730
Relative energy (zero: lowest compared OMol25 entry of this formula, charge and spin) in kJ/mol: 0.0
Multiplicity: 1

The geometry in XYZ format:
```
83
C31H34BCl3F3N7S2SbZn, DFT the ωB97M-V functional and the def2-TZVPD basis
Zn -0.999 -1.773 1.156
C -0.560 2.490 3.507
N -0.070 1.226 4.022
C 0.067 0.893 5.352
C 0.516 -0.381 5.389
N 0.660 -0.833 4.096
B 1.043 -2.314 3.759
N 1.892 -2.363 2.455
C 3.201 -1.940 2.383
C 3.745 -2.421 1.245
N 2.757 -3.140 0.606
C 2.915 -3.885 -0.626
C 1.634 -3.078 1.353
S 0.134 -3.786 0.872
C 0.286 0.155 3.273
S 0.235 0.183 1.545
H -0.302 3.286 4.201
H -1.644 2.458 3.384
H -0.111 2.686 2.537
H -0.164 1.585 6.142
H 0.741 -1.017 6.226
H 1.713 -2.744 4.650
H 0.027 -2.934 3.594
H 3.640 -1.333 3.155
H 4.739 -2.337 0.845
H 3.959 -4.167 -0.734
H 2.608 -3.285 -1.484
H 2.299 -4.779 -0.583
N -2.391 -1.837 2.851
C -3.548 -2.737 2.638
C -4.382 -2.282 1.445
C -3.737 -2.583 0.097
N -2.625 -1.652 -0.196
H -1.845 -2.187 3.636
H -2.742 -0.926 3.134
H -4.178 -2.766 3.530
H -3.163 -3.743 2.459
H -4.575 -1.207 1.526
H -5.346 -2.790 1.485
H -4.496 -2.523 -0.687
H -3.331 -3.597 0.110
H -2.995 -0.710 -0.293
H -2.218 -1.888 -1.099
Cl 0.271 -5.772 -3.244
C 0.000 -4.265 -4.143
Cl 1.437 -3.851 -5.103
Cl -1.421 -4.428 -5.192
C -0.246 -3.187 -3.201
N -0.439 -2.336 -2.456
F 0.526 4.520 -7.049
C 0.376 3.707 -5.992
C -0.894 3.280 -5.652
C -1.040 2.460 -4.545
C 0.063 2.082 -3.784
C 1.329 2.508 -4.168
C 1.495 3.328 -5.277
Sb -0.281 0.920 -2.004
C -1.172 2.615 -0.980
C -2.061 2.382 0.066
C -2.737 3.423 0.683
C -2.515 4.711 0.234
F -3.181 5.721 0.816
C -1.632 4.984 -0.792
C -0.967 3.928 -1.399
C 1.734 1.155 -1.288
C 2.663 0.190 -1.664
C 3.983 0.272 -1.247
C 4.349 1.326 -0.433
F 5.621 1.403 -0.006
C 3.452 2.304 -0.046
C 2.140 2.214 -0.488
H -1.742 3.593 -6.245
H -2.032 2.123 -4.264
H 2.198 2.209 -3.597
H 2.473 3.676 -5.580
H -2.222 1.370 0.419
H -3.441 3.252 1.488
H -1.483 6.006 -1.116
H -0.289 4.134 -2.217
H 2.357 -0.630 -2.307
H 4.725 -0.452 -1.557
H 3.787 3.121 0.579
H 1.426 2.978 -0.204
```

Atom charges from the Löwdin analysis, given in e for atoms 1 to 6: 0.3075, -0.0171, -0.1158, -0.0288, -0.0425, 0.0015

---

electronic energy of number 3 (C31H34AuP2S3)?
-3213.607298 Ha

---

Which value of electronic energy does entry 1 give?
-3242.210713 Ha

---

Look up the charge of the third one.
+3